{"formula": "C22H35NO2P2S2Ti", "method": "wB97M-V/def2-TZVPD", "e_homo_ev": [-6.91, -7.58], "largest_force_ev_per_a": 3.10, "spin_multiplicity": 3, "e_above_lowest_kcal_mol": 21.6, "molar_mass_da": 519.5, "species": ["P", "P", "C", "C", "H", "H", "H", "H", "C", "H", "H", "H", "C", "H", "H", "H", "C", "H", "H", "H", "C", "H", "H", "H", "Ti", "C", "C", "C", "C", "C", "C", "C", "C", "C", "H", "H", "H", "H", "H", "H", "H", "H", "H", "H", "H", "H", "H", "H", "H", "O", "S", "O", "N", "C", "S", "C", "C", "C", "C", "C", "C", "H", "H", "H", "H"], "xyz": [[-0.082432, -1.230115, -6.373167], [0.277099, 1.630051, -6.299968], [-0.311963, -0.429032, -8.050832], [0.384681, 0.932414, -8.034800], [-1.392285, -0.327388, -8.229385], [0.102386, -1.097592, -8.815503], [1.449196, 0.844780, -8.296214], [-0.082468, 1.644787, -8.725969], [-1.444121, 2.272081, -6.454363], [-1.620344, 3.012778, -5.663926], [-2.167184, 1.455201, -6.329144], [-1.579364, 2.737311, -7.440471], [1.263070, 3.159099, -6.546976], [0.877432, 3.736534, -7.398258], [2.309944, 2.878989, -6.726401], [1.217960, 3.758303, -5.628135], [-1.070847, -2.752469, -6.648416], [-0.946986, -3.413223, -5.780473], [-0.750905, -3.263745, -7.566659], [-2.130837, -2.474145, -6.722534], [1.628154, -1.844453, -6.684937], [2.355027, -1.031255, -6.559669], [1.695171, -2.246991, -7.704878], [1.862344, -2.630324, -5.955984], [0.347954, 0.041151, 0.194821], [1.107853, 1.385544, -1.313283], [-0.270854, 1.672144, -1.208337], [-1.284377, 1.189591, -2.227011], [-1.575162, -0.333241, -2.208168], [-0.740730, -1.136673, -1.235302], [0.601577, -1.450347, -1.520977], [1.322126, -0.822527, -2.682749], [1.689793, 0.673918, -2.524050], [0.912865, -1.850066, 1.103630], [1.828738, 2.007689, -0.756453], [-0.599823, 2.541091, -0.621884], [-0.985620, 1.485055, -3.251372], [-2.240631, 1.711907, -2.059305], [-2.635380, -0.469298, -1.949938], [-1.446478, -0.712547, -3.236399], [-1.289833, -1.712241, -0.479816], [1.036557, -2.404914, -1.201472], [0.741665, -0.961409, -3.617600], [2.266560, -1.373059, -2.833591], [2.786767, 0.748835, -2.447632], [1.427610, 1.181959, -3.470414], [1.991386, -1.874564, 0.869555], [0.398308, -2.690104, 0.616164], [0.816804, -1.942471, 2.194315], [2.544123, 1.791725, 3.530049], [1.827088, 0.551951, 3.461542], [2.530023, -0.706524, 3.369672], [0.699271, 0.673185, 2.178794], [-0.591444, 0.719027, 2.605762], [-1.693684, 0.578832, 1.303488], [-0.733663, 0.581693, 4.028948], [-1.894338, 0.302805, 4.777975], [-1.773380, -0.426700, 5.963059], [-0.502971, -0.700180, 6.510678], [0.652456, -0.211321, 5.885781], [0.515905, 0.386559, 4.640095], [-2.846569, 0.671380, 4.397830], [-2.658736, -0.832272, 6.461825], [-0.406463, -1.318898, 7.404457], [1.642980, -0.313480, 6.321677]], "forces_ev_per_angstrom": [[-0.4, -0.4, -0.4], [0.4, 0.4, -0.3], [-0.1, -0.2, 0.4], [0.2, 0.2, 0.4], [0.2, 0.0, 0.0], [-0.2, 0.1, 0.0], [-0.2, 0.0, 0.0], [0.2, -0.1, 0.0], [0.0, 0.1, 0.2], [-0.1, -0.1, -0.2], [0.2, 0.2, 0.0], [-0.1, 0.0, 0.3], [-0.2, 0.2, -0.2], [0.2, 0.1, 0.2], [-0.3, 0.1, 0.0], [0.0, 0.0, -0.3], [0.2, -0.2, -0.2], [-0.1, 0.1, -0.3], [-0.2, -0.1, 0.2], [0.3, -0.1, 0.0], [0.0, -0.1, 0.2], [-0.2, -0.2, 0.0], [0.1, 0.0, 0.2], [0.1, 0.1, -0.2], [1.5, -1.1, 2.3], [-0.5, 1.0, -0.9], [0.8, 1.2, -1.1], [-0.4, 0.4, -0.2], [-0.3, 0.1, -0.1], [0.3, -1.2, -1.5], [-1.5, -0.5, -0.6], [0.4, -0.2, -0.6], [0.5, 0.0, -0.2], [-0.2, -0.2, 0.2], [-0.5, -0.1, -0.1], [0.3, -0.5, 0.1], [0.2, -0.1, 0.4], [0.4, -0.1, 0.1], [0.3, -0.1, 0.0], [0.0, -0.1, 0.3], [0.3, 0.0, -0.4], [-0.2, 0.7, 0.3], [0.1, 0.1, 0.4], [-0.4, 0.1, 0.0], [-0.4, 0.0, 0.0], [0.0, 0.0, 0.4], [-0.1, -0.3, 0.1], [0.3, 0.0, 0.3], [0.0, 0.0, -0.3], [0.0, -0.3, 0.3], [-0.8, -0.4, -1.3], [-0.2, 1.1, 0.3], [-0.5, 0.9, 1.3], [1.9, -0.1, -2.4], [-1.1, 0.3, 1.5], [0.0, -0.7, 2.1], [0.3, 0.1, -0.3], [0.4, 0.1, 0.1], [0.0, 0.2, -0.4], [-0.3, 0.2, 0.1], [-0.5, -0.4, 0.3], [0.0, -0.6, 0.0], [0.3, 0.4, -0.2], [-0.1, 0.3, -0.2], [-0.2, -0.3, -0.1]]}